Entry from OMol25: a cluster of 26 separate species, C70H154N18O21 in total in a non-equilibrium geometry (ωB97M-V with the def2-TZVPD basis set).

Output
DFT total energy ... -144902.292 eV
E_HOMO ... -7.002 eV
Total charge ... 0
Gap between HOMO and LUMO ... 6.85 eV
Strongest force on any atom ... 4.382 eV/Å

Last column: Löwdin charge in e.
Positions of all 263 atoms, in Å:
N  4.68005  1.52828  -0.84522  0.293
H  3.81822  1.77258  -1.31176  0.059
H  4.54633  0.66024  -0.34649  0.048
H  5.12598  2.28115  -0.34081  0.051
H  5.35445  1.18785  -1.51559  0.055
C  -1.58676  0.64437  0.32298  0.034
N  -1.38030  -0.62631  -0.55390  -0.234
C  -1.29678  -1.89507  0.34990  -0.001
C  -2.71123  -0.83343  -1.40505  -0.009
C  -0.09654  -0.56663  -1.43388  -0.083
C  1.24740  -0.10431  -0.80183  -0.208
O  1.46574  -0.97381  0.31075  -0.093
H  -0.71961  0.68651  0.98204  0.078
H  -2.51119  0.52031  0.88704  0.085
H  -1.82425  1.45984  -0.36018  0.090
H  -1.13397  -2.70516  -0.36097  0.084
H  -2.28231  -1.99833  0.80397  0.081
H  -0.55328  -1.73957  1.13165  0.071
H  -2.93057  0.03204  -2.03033  0.062
H  -3.53319  -1.04117  -0.71999  0.059
H  -2.65801  -1.72204  -2.03405  0.054
H  -0.37650  0.12195  -2.23111  0.084
H  0.00071  -1.55565  -1.88166  0.100
H  1.23434  0.95391  -0.54086  0.100
H  1.98794  -0.12489  -1.60138  0.094
H  2.41603  -1.04490  0.42693  0.007
C  6.32453  5.75110  -0.25016  -0.017
C  5.85701  4.35501  0.12078  -0.787
O  6.70116  3.44395  0.02315  -0.071
O  4.69394  4.09711  0.46553  -0.078
H  5.62655  6.47290  0.17401  0.060
H  6.12554  5.95124  -1.30298  0.049
H  7.37872  6.00390  -0.13664  0.073
C  4.47686  -3.38403  0.58436  -0.088
C  5.08584  -2.00546  0.47983  -0.430
O  4.20632  -0.88944  0.44397  -0.361
H  3.80323  -3.62312  -0.23853  0.058
H  3.88869  -3.43851  1.50045  0.041
H  5.32325  -4.06368  0.68333  0.076
H  5.69778  -1.93663  -0.41955  0.069
H  5.83627  -1.87351  1.25929  0.079
C  7.04292  1.47021  -3.64975  -0.285
O  6.37215  0.84034  -2.83363  -0.022
N  6.49680  2.06271  -4.71544  -0.162
C  7.34667  2.77318  -5.64948  -0.067
C  5.07257  1.92124  -5.14572  -0.010
H  8.12478  1.66170  -3.57817  0.149
H  7.03531  2.69767  -6.69133  0.092
H  8.37057  2.40100  -5.61446  0.084
H  7.50161  3.82436  -5.40638  0.089
H  4.79606  2.91399  -5.50080  0.076
H  5.07604  1.20536  -5.96767  0.092
H  4.36510  1.61536  -4.37500  0.073
C  -5.17231  -6.38154  -5.29359  -0.341
O  -4.38763  -6.99147  -6.03381  -0.010
N  -5.07120  -6.26621  -3.93492  -0.189
C  -6.22929  -5.83135  -3.10482  -0.045
C  -3.89347  -6.73010  -3.25536  -0.042
H  -6.20261  -6.12136  -5.58165  0.125
H  -6.41481  -6.54611  -2.30308  0.088
H  -7.14743  -5.54124  -3.61564  0.084
H  -6.01042  -4.85674  -2.66855  0.065
H  -4.17073  -7.52108  -2.55852  0.097
H  -3.06910  -6.92552  -3.94115  0.095
H  -3.63922  -5.91495  -2.57787  0.067
C  4.83149  -0.00587  3.95239  -0.386
O  4.59221  -0.64343  4.94306  -0.008
N  5.68470  1.03064  3.93979  -0.161
C  5.89868  1.86651  2.79525  -0.068
C  6.23320  1.60759  5.19885  -0.026
H  4.45369  -0.18713  2.93425  0.111
H  6.89835  2.26102  2.61327  0.097
H  5.22759  2.72258  2.86531  0.069
H  5.58333  1.29987  1.91914  0.080
H  5.75733  2.54228  5.49548  0.085
H  6.08547  0.93042  6.04012  0.076
H  7.30592  1.77286  5.09847  0.084
C  2.44119  6.45439  -0.61088  -0.356
O  3.11350  7.47167  -0.68770  -0.004
N  1.11484  6.48610  -0.82348  -0.176
C  0.36359  7.64009  -1.32911  -0.040
C  0.28192  5.31923  -0.58171  -0.072
H  2.80763  5.42894  -0.44848  0.120
H  -0.40781  7.90592  -0.60635  0.085
H  0.00598  7.34894  -2.31676  0.086
H  0.85815  8.60252  -1.46043  0.085
H  0.73227  4.36570  -0.30592  0.082
H  -0.44435  5.65466  0.15865  0.075
H  -0.33325  5.01389  -1.42813  0.078
C  0.01638  2.77936  3.01027  -0.275
O  -0.30272  3.05538  1.82762  -0.055
N  1.26861  2.32599  3.30060  -0.162
C  1.52793  1.99891  4.65164  -0.078
C  2.33982  2.03990  2.33633  -0.006
H  -0.69473  2.84238  3.84844  0.122
H  0.76419  2.18863  5.40583  0.083
H  2.39414  2.54971  5.01825  0.080
H  1.68580  0.92212  4.71258  0.084
H  2.25818  2.37870  1.30355  0.089
H  3.25171  2.52613  2.68292  0.065
H  2.57448  0.97547  2.34194  0.081
C  -1.76907  -0.28184  4.31511  -0.294
O  -0.87062  -0.35773  3.44818  -0.024
N  -2.32823  -1.28711  4.95709  -0.139
C  -3.51633  -1.15160  5.86091  -0.017
C  -2.05306  -2.67171  4.57821  -0.038
H  -2.19896  0.68733  4.61195  0.123
H  -4.35654  -1.67911  5.40937  0.062
H  -3.89079  -0.13735  5.99950  0.071
H  -3.25113  -1.56851  6.83248  0.092
H  -1.67481  -3.28582  5.39546  0.093
H  -2.95567  -3.23836  4.34948  0.076
H  -1.34734  -2.73769  3.75014  0.071
C  -4.14842  -4.74032  0.07697  -0.369
O  -3.61810  -3.98418  -0.71863  -0.001
N  -3.54306  -5.42081  1.06624  -0.142
C  -2.11991  -5.08698  1.33408  -0.012
C  -4.26641  -6.22859  2.04703  -0.049
H  -5.22682  -4.89748  0.23370  0.112
H  -1.54266  -5.95694  1.64724  0.093
H  -2.00865  -4.56082  2.28217  0.069
H  -1.59246  -4.53084  0.55908  0.064
H  -3.87646  -7.24182  2.14402  0.089
H  -4.13164  -5.87885  3.07057  0.081
H  -5.32985  -6.32355  1.82757  0.086
C  -2.78866  2.76546  6.23166  -0.367
O  -3.04320  3.07735  5.09578  0.011
N  -3.72543  2.44629  7.13996  -0.179
C  -3.31646  1.84936  8.42306  -0.048
C  -5.19441  2.47385  6.96388  -0.026
H  -1.79252  2.60468  6.67217  0.133
H  -3.73790  2.49767  9.19130  0.092
H  -2.23511  1.83199  8.55904  0.086
H  -3.64125  0.80904  8.40466  0.078
H  -5.61112  3.17114  7.69067  0.089
H  -5.53958  2.87996  6.01307  0.076
H  -5.71598  1.52970  7.12084  0.088
C  2.19260  3.40206  -3.21434  -0.267
O  2.55188  2.50892  -2.40772  -0.061
N  3.00422  4.38327  -3.72415  -0.158
C  2.41668  5.40566  -4.60109  -0.044
C  4.39018  4.56773  -3.29948  -0.019
H  1.19572  3.29227  -3.66863  0.122
H  2.95675  5.38924  -5.54775  0.085
H  2.44053  6.38683  -4.12693  0.089
H  1.40206  5.26469  -4.97365  0.089
H  4.94455  4.53546  -4.23741  0.073
H  4.50725  5.56303  -2.87079  0.086
H  4.76456  3.84540  -2.57410  0.091
C  2.86426  -2.79449  -2.85235  -0.357
O  1.76971  -3.21657  -2.98636  0.019
N  3.90174  -2.94499  -3.74869  -0.139
C  3.75661  -3.82596  -4.92969  -0.059
C  5.28897  -2.41533  -3.59287  -0.022
H  3.19358  -2.15160  -2.02142  0.130
H  3.81593  -3.27419  -5.86785  0.057
H  2.83440  -4.40695  -4.92214  0.077
H  4.52066  -4.60325  -4.94180  0.085
H  5.97564  -3.10042  -4.09009  0.083
H  5.31304  -1.40239  -3.99469  0.068
H  5.71162  -2.40536  -2.58818  0.074
C  1.61122  -4.19704  2.27848  -0.388
O  1.68761  -5.37995  1.98425  -0.018
N  1.98850  -3.65835  3.44247  -0.146
C  1.78015  -2.20851  3.77838  -0.014
C  2.71356  -4.48581  4.41303  -0.036
H  1.25974  -3.40772  1.59610  0.125
H  1.53901  -2.14148  4.83926  0.089
H  0.88401  -1.74753  3.36304  0.046
H  2.65911  -1.61354  3.53031  0.067
H  3.68379  -4.11896  4.74797  0.063
H  2.12020  -4.50264  5.32722  0.081
H  2.84892  -5.53144  4.13657  0.088
C  -6.10486  3.51937  -2.78072  -0.022
C  -5.46815  2.59687  -1.79456  -0.465
O  -4.22699  2.48289  -1.72598  0.009
C  -6.42570  1.84990  -0.93047  -0.019
H  -6.97753  3.18462  -3.34150  0.087
H  -5.36347  3.80182  -3.52816  0.081
H  -6.32113  4.42626  -2.21602  0.091
H  -5.86770  1.27582  -0.19077  0.060
H  -7.01152  1.14598  -1.52157  0.081
H  -7.15930  2.47014  -0.41547  0.090
C  1.68462  -8.10178  -0.88748  -0.014
C  0.51584  -7.29754  -1.47120  -0.507
O  -0.47897  -7.83560  -1.76831  0.086
C  0.73946  -5.80052  -1.68983  -0.012
H  2.18078  -8.60340  -1.71832  0.082
H  1.36874  -8.84329  -0.15366  0.080
H  2.41877  -7.49576  -0.35658  0.072
H  0.72982  -5.18929  -0.78739  0.074
H  -0.15212  -5.39005  -2.16384  0.046
H  1.60259  -5.67108  -2.34279  0.079
C  -5.53108  2.28342  2.99844  -0.024
C  -6.91106  2.83560  3.28183  -0.430
O  -7.74808  2.04291  3.76338  0.009
C  -7.20477  4.29717  2.95151  -0.007
H  -5.27877  2.01520  1.97252  0.063
H  -5.46228  1.47234  3.72335  0.069
H  -4.81496  3.05174  3.28992  0.053
H  -7.66543  4.87583  3.75216  0.084
H  -7.93462  4.48140  2.16317  0.083
H  -6.31443  4.84857  2.64927  0.054
C  -6.31274  -1.34866  3.17580  -0.018
C  -5.72621  -1.45187  1.79062  -0.416
O  -4.87129  -0.65293  1.35182  0.019
C  -6.44671  -2.50171  0.92604  -0.016
H  -6.73795  -2.30064  3.49365  0.082
H  -7.05534  -0.55979  3.29550  0.087
H  -5.51669  -1.12931  3.88734  0.051
H  -6.36180  -3.44213  1.47054  0.070
H  -6.14619  -2.49214  -0.12167  0.061
H  -7.46030  -2.10094  0.91472  0.095
C  -3.28001  4.00067  1.21130  -0.013
C  -3.95804  5.29194  0.68705  -0.471
O  -4.57080  6.03848  1.37196  0.078
C  -3.54455  5.57405  -0.75506  -0.017
H  -3.85177  3.16115  0.81581  0.057
H  -3.12800  3.94822  2.28937  0.075
H  -2.33140  3.94419  0.67739  0.056
H  -4.28490  6.12251  -1.33744  0.080
H  -3.35678  4.60407  -1.21550  0.054
H  -2.60417  6.12521  -0.75612  0.066
C  2.63826  -1.05358  -6.72659  -0.008
C  2.04626  0.17294  -6.04270  -0.501
O  1.81172  1.17059  -6.67620  0.057
C  1.67692  0.12953  -4.58955  -0.013
H  2.29225  -1.95095  -6.21366  0.053
H  3.71163  -1.17194  -6.57850  0.074
H  2.35757  -1.04351  -7.77979  0.092
H  1.18718  0.97039  -4.09840  0.062
H  2.67902  0.03345  -4.17162  0.077
H  1.19018  -0.84087  -4.49203  0.065
C  -3.18530  1.17670  -5.21014  -0.074
C  -2.27738  1.72168  -4.25018  -0.286
N  -1.51832  2.12946  -3.47485  0.171
H  -3.79346  0.38153  -4.77890  0.057
H  -2.65273  0.81677  -6.09043  0.089
H  -3.88174  1.96180  -5.50455  0.084
C  6.26535  -3.35275  4.03882  -0.075
C  7.46015  -4.16834  3.85734  -0.274
N  8.40197  -4.81773  3.74633  0.115
H  5.52568  -3.51909  3.25568  0.059
H  6.51958  -2.29289  4.02596  0.073
H  5.81532  -3.57190  5.00709  0.076
C  -5.19832  -2.56770  -4.99756  -0.028
C  -5.42854  -1.82413  -3.69449  -0.235
N  -5.70769  -1.29599  -2.71794  0.163
H  -5.44259  -1.86952  -5.79816  0.080
H  -5.67403  -3.54605  -5.06556  0.059
H  -4.11623  -2.64663  -5.10220  0.049
C  -0.98802  -4.10321  -4.78541  -0.033
C  -1.28218  -2.70636  -4.56431  -0.240
N  -1.61367  -1.63073  -4.30410  0.187
H  -0.92133  -4.64210  -3.84029  0.063
H  -0.10291  -4.28226  -5.39583  0.091
H  -1.90451  -4.51102  -5.21182  0.081
C  2.38270  5.68394  2.84844  -0.056
C  2.61175  5.57779  4.30783  -0.255
N  2.78686  5.42289  5.44543  0.113
H  1.58472  6.38612  2.60702  0.082
H  1.95356  4.78294  2.41012  0.052
H  3.31770  5.93470  2.34746  0.079